C21H18BBrClF2N4O3Tc | ωB97M-V/def2-TZVPD

Results
Spin multiplicity ... 2
E_HOMO (spin up / spin down) ... -16.565 / -16.581 eV
<S²> ... 0.96
LUMO level (spin up / spin down) ... -10.065 / -12.216 eV
E_tot ... -4594.4257 Ha
ΔE to the lowest compared entry with this formula, charge and spin ... 0.304 eV
Charge ... +3
HOMO-LUMO gap (spin up / spin down) ... 6.50 / 4.36 eV

```
52
Properties=species:S:1:pos:R:3:forces:R:3
Tc -0.8210 -1.3246 -0.7928 -0.2 -0.1 0.3
O -0.1889 1.5272 -4.4035 0.0 0.0 0.0
C -1.2425 2.2869 -4.3223 0.0 0.0 0.0
C -1.5653 3.0450 -5.4939 0.0 0.0 0.0
C -2.6317 3.8981 -5.4726 0.0 0.0 0.0
C -3.3963 4.0157 -4.3014 0.0 0.0 0.0
C -3.0890 3.2481 -3.1393 0.0 0.0 0.0
C -2.0402 2.3784 -3.1288 0.0 -0.1 -0.1
C -1.7757 1.5010 -1.9322 -0.1 0.0 0.1
O -2.1227 0.0796 -2.1135 0.2 0.2 -0.1
N -0.3508 1.4675 -1.6146 0.1 0.0 -0.1
N -0.2098 0.6969 -0.4448 0.4 -0.4 -0.2
C 0.4851 1.0567 0.5877 -0.5 0.0 0.2
C 0.3598 0.3161 1.8027 0.1 0.0 -0.3
Br -1.1461 -0.8961 1.8016 0.1 -0.1 -0.4
C 1.2248 0.4683 2.8432 0.1 0.0 0.2
C 1.3244 -0.1034 4.1506 -0.1 0.1 -0.1
C 2.5629 0.0548 4.8041 0.0 0.0 0.0
C 2.7555 -0.4442 6.0755 0.0 0.0 0.0
C 1.7014 -1.0692 6.7315 0.0 0.0 0.0
C 0.4572 -1.2020 6.1160 0.0 0.0 0.0
C 0.2667 -0.7356 4.8340 0.0 -0.1 0.0
H 0.0420 1.1344 -3.5325 0.0 0.0 0.0
H -0.9299 2.9220 -6.3623 0.0 0.0 0.0
H -2.8853 4.4845 -6.3456 0.0 0.0 0.0
H -4.2472 4.6846 -4.2752 0.0 0.0 0.0
H -3.7239 3.3543 -2.2677 0.0 0.0 0.0
H -2.3738 1.8263 -1.0777 0.0 0.0 0.0
H 0.0264 2.4114 -1.5246 0.0 0.0 0.1
H 1.1004 1.9556 0.5759 0.0 0.0 0.0
H 2.0228 1.1718 2.6081 0.0 0.0 0.0
H 3.3735 0.5644 4.2971 0.0 0.0 0.0
H 3.7115 -0.3292 6.5667 0.0 0.0 0.0
H 1.8410 -1.4408 7.7382 0.0 0.0 0.0
H -0.3639 -1.6556 6.6534 0.0 0.0 0.0
H -0.7167 -0.8144 4.3951 0.0 0.0 0.0
O -1.9884 -3.9183 -1.3093 0.0 0.1 0.0
N -1.5303 -2.9046 -1.1146 0.1 0.0 0.2
Cl 4.7177 -1.9388 -1.3707 0.0 0.0 0.0
C 3.3323 -2.4535 -0.5130 0.0 0.0 0.0
C 3.4083 -3.4175 0.4844 0.0 0.0 0.0
C 2.2403 -3.7926 1.1274 0.0 0.0 0.0
C 1.0436 -3.2015 0.7733 0.0 0.0 -0.1
N 0.9753 -2.2608 -0.1842 0.0 0.1 0.0
C 2.1013 -1.9048 -0.8230 -0.1 0.0 0.0
H 4.3597 -3.8678 0.7357 0.0 0.0 0.0
H 2.2500 -4.5518 1.8969 0.0 0.0 0.0
H 0.1181 -3.4941 1.2474 0.0 0.0 0.0
H 2.0209 -1.1684 -1.6141 0.0 0.0 0.0
F -3.3526 -1.6885 -2.9072 0.0 0.0 0.0
B -3.1852 -0.3950 -2.8940 -0.1 0.0 0.1
F -3.9458 0.4234 -3.5711 0.0 0.0 0.0
```
Forces are in eV/Å.

C16H22BrN5O2 | ωB97M-V/def2-TZVPD

Results
E_HOMO ... -8.804 eV
LUMO level ... 0.268 eV
E_tot ... -3621.1642 Ha
ΔE to the lowest compared entry with this formula, charge and spin ... 0.000 eV
SMILES ... Cc1nn(Cc2noc(C(=O)N[C@H]3CC[C@H](C)CC3)n2)c(C)c1Br
HOMO-LUMO gap ... 9.07 eV

```
46
Properties=species:S:1:pos:R:3:forces:R:3
C -3.7600 -2.3276 3.6025 0.1 0.0 0.0
C -2.7496 -1.6211 2.7782 0.1 0.3 -0.3
N -1.4678 -1.9289 2.7820 0.1 -0.7 0.6
N -0.8594 -1.0943 1.9346 -0.4 0.3 -0.2
C 0.5539 -1.1979 1.7213 0.2 -0.1 0.2
C 0.8974 -1.5139 0.3086 0.0 -0.3 -0.8
N 0.1402 -2.1794 -0.5187 -0.8 0.0 1.1
O 0.8345 -2.2305 -1.6750 0.7 0.0 -0.8
C 1.9767 -1.5758 -1.4765 -0.2 0.1 0.9
C 2.9801 -1.5182 -2.5875 0.1 -0.1 -0.3
O 3.1314 -2.4691 -3.3236 -0.2 -0.3 0.0
N 3.6797 -0.3788 -2.6937 0.4 0.1 -0.1
C 3.5242 0.8528 -1.9422 -0.2 0.4 0.0
C 2.3287 1.6635 -2.4554 0.0 0.0 0.4
C 2.1923 2.9566 -1.6583 0.1 0.0 -0.4
C 3.4645 3.7995 -1.7586 -0.1 0.1 0.5
C 3.3257 5.0915 -0.9590 0.0 -0.2 -0.3
C 4.6591 2.9805 -1.2670 0.0 0.0 -0.5
C 4.8006 1.6819 -2.0567 -0.1 -0.1 0.4
N 2.0646 -1.1079 -0.2631 0.5 0.0 -0.4
C -1.7251 -0.2281 1.3586 -0.5 0.1 0.1
C -1.3371 0.8066 0.3708 0.0 -0.1 -0.1
C -2.9591 -0.5478 1.8906 0.2 0.2 -0.2
Br -4.5950 0.3053 1.5078 0.3 -0.1 0.1
H -4.2611 -1.6264 4.2692 -0.1 0.0 0.0
H -4.5152 -2.7823 2.9623 -0.1 0.0 0.0
H -3.2727 -3.1001 4.1891 0.0 -0.1 0.1
H 1.0678 -0.2708 2.0015 -0.1 -0.2 0.0
H 0.9079 -2.0036 2.3722 -0.1 0.2 0.0
H 4.3124 -0.3525 -3.4832 -0.1 -0.2 0.1
H 3.3569 0.5878 -0.8941 0.1 0.2 -0.2
H 1.4166 1.0688 -2.3676 0.0 0.0 -0.1
H 2.4761 1.8939 -3.5130 0.0 -0.1 -0.1
H 1.3394 3.5276 -2.0295 -0.1 0.0 0.1
H 2.0036 2.7160 -0.6095 -0.1 0.0 0.1
H 3.6278 4.0566 -2.8111 0.0 0.0 0.0
H 4.2263 5.6942 -1.0470 0.1 0.1 0.0
H 2.4844 5.6772 -1.3215 -0.1 0.1 0.0
H 3.1623 4.8720 0.0938 0.0 0.0 0.2
H 5.5739 3.5677 -1.3652 0.0 0.0 0.1
H 4.5241 2.7475 -0.2087 0.0 0.0 0.1
H 5.6473 1.1057 -1.6796 0.0 -0.1 -0.1
H 4.9868 1.9150 -3.1083 0.0 0.0 -0.1
H -1.1703 0.3549 -0.6077 0.0 0.0 -0.1
H -2.1361 1.5382 0.2756 0.0 0.0 0.0
H -0.4234 1.3156 0.6757 0.1 0.1 0.0
```
Forces are in eV/Å.

C3H15NO3 | ωB97M-V/def2-TZVPD

Results
E_HOMO ... -8.743 eV
LUMO level ... 0.567 eV
E_tot ... -403.7327 Ha
ΔE to the lowest compared entry with this formula, charge and spin ... 1.486 eV
SMILES ... CN(C)C.O.O.O
HOMO-LUMO gap ... 9.31 eV

```
22
Properties=species:S:1:pos:R:3:forces:R:3
C -1.5868 1.0002 -0.7581 -0.4 -0.2 0.7
N -1.3269 -0.4388 -0.6111 0.5 0.6 -0.3
C -2.5535 -1.1892 -0.6497 -1.6 0.6 2.1
C -0.2374 -0.9249 -1.4394 0.1 -0.8 -0.2
H -1.5495 1.4688 0.2347 0.4 0.2 -0.2
H -2.6161 1.2160 -1.0645 0.1 -0.2 -0.5
H -0.8893 1.4515 -1.4596 0.0 0.2 0.1
H -2.4983 -2.2673 -0.5233 0.5 -0.1 -0.7
H -3.1021 -0.9276 0.2835 0.3 0.0 -0.1
H -3.3200 -0.8410 -1.3559 0.6 -0.4 -0.8
H 0.0856 -1.8812 -1.0151 -0.1 -0.1 -0.2
H 0.6460 -0.2874 -1.4050 -0.3 0.2 0.1
H -0.5006 -1.0843 -2.4959 -0.1 0.0 0.0
O 1.8694 1.3517 -0.7742 0.4 0.1 0.0
H 1.1010 1.3716 -0.2025 -0.1 0.1 0.2
H 2.5880 1.1050 -0.1625 -0.2 0.0 -0.1
O 0.1412 -0.4265 2.1108 1.7 -1.2 -0.1
H -0.2373 0.0930 2.8034 -0.8 0.6 -0.2
H -0.1920 -0.3647 1.2051 -1.1 0.4 0.2
O 3.1154 0.3237 1.5398 0.1 -0.3 -0.1
H 2.5068 -0.4293 1.5793 0.0 0.2 0.1
H 2.8636 0.8740 2.2838 -0.1 0.0 0.1
```
Forces are in eV/Å.

C7H7N | ωB97M-V/def2-TZVPD

Results
E_HOMO ... -7.978 eV
LUMO level ... 1.087 eV
E_tot ... -325.4378 Ha
ΔE to the lowest compared entry with this formula, charge and spin ... 6.011 eV
HOMO-LUMO gap ... 9.07 eV

```
15
Properties=species:S:1:pos:R:3:forces:R:3
C 1.7294 -0.5941 1.1657 2.2 2.5 3.3
C 1.8993 -1.6778 0.7111 3.3 -3.1 2.1
C -0.0546 1.5659 -0.6623 1.3 0.7 2.9
C -1.2930 1.5929 -0.0844 -1.8 -0.9 -0.3
C -1.9460 0.2973 0.0331 2.2 0.7 0.2
C -1.1742 -0.8054 -0.1002 2.1 -1.2 -0.6
C 0.2653 -0.7298 -0.4384 -6.6 -4.9 -1.2
H 1.6191 0.4574 1.4428 0.0 -1.2 0.1
H 2.1516 -2.7024 0.3553 -0.3 1.4 0.8
H 0.5868 2.5134 -0.5619 -0.9 -1.4 -1.1
H -1.8366 2.4936 0.2569 0.6 -0.5 -0.6
H -2.9324 0.0753 0.3187 -1.3 0.6 0.3
H -1.5553 -1.7856 0.0117 -0.8 -0.8 0.2
H 1.0251 -1.6374 -0.3963 -3.6 2.0 -2.8
N 0.6264 0.3845 -0.7393 3.7 6.3 -3.3
```
Forces are in eV/Å.

C18H39BF4N5O4 | ωB97M-V/def2-TZVPD

Results
E_HOMO ... -7.729 eV
LUMO level ... 2.630 eV
E_tot ... -1708.3275 Ha
ΔE to the lowest compared entry with this formula, charge and spin ... 1.803 eV
Charge ... -1
HOMO-LUMO gap ... 10.36 eV

```
71
Properties=species:S:1:pos:R:3:forces:R:3
B 1.1611 0.1393 -0.0366 0.8 2.4 -0.9
F 2.0266 -0.6258 0.6514 1.0 -0.8 1.1
F 1.8827 1.0108 -0.9470 -0.5 -0.6 0.3
F 0.3361 -0.7043 -0.7493 -1.0 -1.3 -1.1
F 0.3478 0.9498 0.7438 -0.3 0.2 0.4
C 0.1653 -1.4755 3.3664 -0.6 -3.3 -1.7
C -0.7475 -2.7903 3.5178 -0.2 0.2 -0.1
N -1.4233 -3.7467 3.6162 1.8 2.5 -0.2
H -0.1615 -0.7226 4.0387 -1.2 1.2 -0.4
H 1.0611 -1.7161 3.9094 0.9 -0.6 -0.4
H 0.3944 -1.3089 2.2157 -0.7 0.2 2.8
C -0.7001 2.8293 -3.0039 2.4 -2.9 0.3
C -0.6265 2.6224 -4.4778 -0.2 0.8 5.5
N -0.6345 2.4228 -5.5753 0.1 -0.7 -4.5
H 0.0045 3.5788 -2.6824 -0.1 0.7 -0.1
H -1.7145 3.0431 -2.7130 -0.2 -0.1 0.3
H -0.1686 1.8572 -2.4441 -2.0 2.2 -1.5
C 3.1410 -2.2312 -2.5509 6.0 1.3 -2.0
C 3.4529 -2.5750 -4.0162 0.1 0.3 0.1
N 3.6092 -2.8750 -5.1261 -0.1 0.4 1.4
H 3.2195 -3.1584 -2.0791 0.2 -1.2 1.3
H 3.9298 -1.3957 -2.1031 -2.3 -2.3 -1.3
H 2.1908 -1.9400 -2.5933 -3.8 1.6 0.4
C -2.9079 -2.8124 -0.5664 0.1 0.3 -2.1
C -3.9938 -1.9999 0.0638 -1.3 1.3 1.9
N -4.8495 -1.4787 0.6902 2.6 -1.5 -2.2
H -2.7797 -2.5460 -1.7373 -0.7 -0.6 2.7
H -1.8352 -2.6476 -0.1958 -1.9 -0.3 0.1
H -3.3283 -3.8484 -0.4195 1.2 0.8 -0.3
C -2.7847 1.2219 0.2071 -1.7 2.9 1.8
C -2.8456 2.7438 0.6472 -0.1 -0.4 -0.7
N -2.9085 3.8848 0.8787 0.2 -2.0 -0.3
H -3.8628 0.8473 0.2262 1.6 0.5 -0.9
H -2.1307 1.1869 -0.6522 -0.5 -0.4 -0.4
H -2.3244 0.7506 1.0484 0.6 -0.5 0.4
C 2.0714 5.1859 1.5955 -1.2 -1.8 2.1
C 1.6967 4.2543 0.4577 2.7 0.0 0.2
O 2.9678 3.6433 0.0973 1.4 5.4 3.4
H 1.3908 6.0122 1.8884 -0.4 -1.1 0.0
H 2.7829 5.7374 1.0840 2.7 1.0 0.1
H 2.3606 4.4526 2.5297 -0.2 2.4 -2.3
H 1.3548 4.7794 -0.4044 -1.1 0.1 -0.5
H 1.2594 3.4126 0.8376 -2.9 -1.7 0.4
H 2.9525 2.9439 -0.4387 -1.0 -4.4 -3.2
C -0.4430 3.0707 5.2948 0.1 -4.1 2.8
C -0.3748 2.9966 3.8525 -3.6 -3.1 -4.2
O 0.3464 1.8770 3.2495 0.1 -0.5 2.4
H -0.7517 2.0020 5.8538 0.9 2.7 -1.6
H -1.0608 3.7975 5.7183 -1.6 1.2 0.1
H 0.5064 3.3901 5.6794 0.9 -0.4 0.3
H 0.2141 3.7219 3.4690 1.0 3.5 -0.9
H -1.4316 2.9050 3.1890 2.2 1.0 2.4
H 0.0585 1.8888 2.3503 0.1 -0.4 -1.0
C -0.6352 -2.2469 -3.9650 0.3 -0.5 -2.1
C -0.9987 -0.6653 -3.8444 2.9 -3.0 3.3
O -1.6859 -0.5788 -2.5999 2.3 -0.4 2.9
H 0.1827 -2.5265 -3.2749 -0.3 0.3 -0.3
H -0.2507 -2.6267 -5.0919 -1.2 1.1 3.0
H -1.5279 -2.8977 -3.6134 1.3 1.3 -0.9
H -1.7140 -0.4512 -4.5347 -1.4 1.2 -2.4
H -0.0667 -0.0032 -3.7137 -1.3 -1.0 -1.2
H -0.9283 -0.7915 -1.8579 -2.8 0.9 -2.5
C 1.0020 -5.4332 0.9041 2.2 3.0 -1.9
C 0.7434 -3.8921 0.6756 -1.6 0.2 2.5
O 0.8085 -3.5865 -0.6704 0.5 0.8 -1.3
H 0.4002 -5.9815 0.2517 -1.1 -0.5 -1.7
H 0.6878 -5.8320 1.8024 0.1 -0.3 2.5
H 2.0323 -5.5974 0.5652 0.0 -0.5 0.7
H 1.4204 -2.9703 1.2015 -1.8 -3.2 -0.4
H -0.3873 -3.8683 0.9443 1.7 0.8 0.4
H 0.8220 -2.6125 -0.6337 0.0 -0.4 -0.8
```
Forces are in eV/Å.